No. 1
{
  "formula": "C43H99N11O8",
  "method": "the ωB97M-V functional and the def2-TZVPD basis",
  "total_energy_ha": -2901.8403,
  "homo_energy_ev": -7.9,
  "largest_force_ev_per_a": 2.82,
  "homo_lumo_gap_ev": 7.88,
  "smiles": "CC1(C)CCCC(C)(C)N1O.CC1(C)CCCC(C)(C)N1O.CC1(C)CCCC(C)(C)N1O.CC1(C)CCCC(C)(C)N1O.COC[C@H](C)N.NC(N)=O.NC(N)=O.NC(N)=O",
  "symbols": ["C", "C", "C", "C", "C", "C", "C", "C", "C", "N", "O", "H", "H", "H", "H", "H", "H", "H", "H", "H", "H", "H", "H", "H", "H", "H", "H", "H", "H", "H", "C", "C", "C", "C", "C", "C", "C", "C", "C", "N", "O", "H", "H", "H", "H", "H", "H", "H", "H", "H", "H", "H", "H", "H", "H", "H", "H", "H", "H", "H", "C", "C", "C", "C", "C", "C", "C", "C", "C", "N", "O", "H", "H", "H", "H", "H", "H", "H", "H", "H", "H", "H", "H", "H", "H", "H", "H", "H", "H", "H", "C", "C", "C", "C", "C", "C", "C", "C", "C", "N", "O", "H", "H", "H", "H", "H", "H", "H", "H", "H", "H", "H", "H", "H", "H", "H", "H", "H", "H", "H", "C", "O", "C", "C", "C", "N", "H", "H", "H", "H", "H", "H", "H", "H", "H", "H", "H", "N", "C", "N", "O", "H", "H", "H", "H", "N", "C", "N", "O", "H", "H", "H", "H", "N", "C", "N", "O", "H", "H", "H", "H"],
  "coordinates": [[17.38, -1.81, 6.03], [16.38, -2.82, 5.45], [15.10, -2.79, 6.30], [15.98, -2.37, 4.01], [15.06, -3.39, 3.34], [15.83, -4.73, 3.20], [16.33, -5.26, 4.54], [15.15, -5.98, 5.24], [17.41, -6.32, 4.25], [16.95, -4.17, 5.30], [17.52, -4.68, 6.50], [18.24, -1.87, 5.35], [17.07, -0.77, 5.95], [17.70, -2.22, 6.99], [15.29, -2.74, 7.38], [14.46, -1.93, 6.10], [14.47, -3.68, 6.24], [15.36, -1.48, 4.11], [16.78, -2.22, 3.28], [14.13, -3.48, 3.90], [14.74, -3.17, 2.32], [16.74, -4.45, 2.66], [15.31, -5.47, 2.60], [14.19, -5.46, 5.10], [15.34, -5.91, 6.32], [15.07, -7.02, 4.95], [18.17, -6.52, 5.01], [17.99, -6.21, 3.33], [16.93, -7.30, 4.12], [16.76, -4.70, 7.11], [9.05, -0.25, 13.88], [8.65, -1.66, 14.42], [9.88, -2.59, 14.24], [8.34, -1.54, 15.92], [6.85, -1.27, 16.26], [5.87, -2.18, 15.55], [6.16, -2.21, 14.04], [5.55, -3.56, 13.60], [5.60, -0.99, 13.31], [7.58, -2.37, 13.74], [7.79, -2.59, 12.34], [8.48, 0.53, 14.40], [10.10, 0.01, 13.84], [8.66, -0.15, 12.85], [10.75, -2.07, 14.66], [9.74, -3.55, 14.74], [10.17, -2.73, 13.20], [8.56, -2.49, 16.41], [8.94, -0.72, 16.29], [6.80, -1.28, 17.35], [6.64, -0.25, 15.91], [4.93, -1.64, 15.69], [5.85, -3.15, 16.05], [5.30, -3.61, 12.54], [4.59, -3.66, 14.12], [6.15, -4.45, 13.74], [6.30, -0.16, 13.31], [4.60, -0.74, 13.66], [5.50, -1.27, 12.25], [7.71, -1.65, 12.11], [9.25, -7.80, 10.16], [8.63, -6.38, 9.95], [9.74, -5.36, 10.19], [8.29, -6.18, 8.46], [7.02, -6.85, 7.99], [5.86, -6.53, 8.95], [6.20, -6.71, 10.45], [5.08, -6.01, 11.26], [6.04, -8.20, 10.87], [7.45, -6.08, 10.76], [7.78, -5.87, 12.11], [8.47, -8.55, 10.28], [9.85, -8.02, 9.28], [9.75, -7.90, 11.13], [9.41, -4.38, 9.85], [10.02, -5.33, 11.25], [10.72, -5.62, 9.80], [8.27, -5.11, 8.20], [8.98, -6.44, 7.64], [6.70, -6.42, 7.04], [7.15, -7.92, 7.83], [5.05, -7.21, 8.70], [5.59, -5.48, 8.80], [5.14, -6.22, 12.33], [4.17, -6.52, 10.94], [4.96, -5.00, 10.86], [5.04, -8.47, 11.17], [6.70, -8.39, 11.72], [6.32, -8.88, 10.06], [7.89, -4.91, 12.20], [13.90, 4.50, 11.35], [15.42, 4.59, 11.63], [15.82, 3.75, 12.86], [16.06, 3.95, 10.39], [17.54, 4.22, 10.28], [17.86, 5.72, 10.34], [17.23, 6.43, 11.56], [18.07, 6.19, 12.82], [17.18, 7.92, 11.20], [15.80, 6.00, 11.66], [15.11, 6.75, 12.63], [13.65, 5.23, 10.57], [13.58, 3.56, 10.91], [13.17, 4.71, 12.14], [16.88, 3.57, 12.99], [15.37, 4.25, 13.72], [15.39, 2.76, 12.66], [15.90, 2.88, 10.32], [15.59, 4.43, 9.52], [18.02, 3.62, 11.06], [17.88, 3.78, 9.34], [17.45, 6.25, 9.47], [18.94, 5.89, 10.28], [18.88, 6.91, 12.97], [18.67, 5.28, 12.81], [17.34, 6.26, 13.64], [16.34, 8.19, 10.56], [18.11, 8.13, 10.66], [17.18, 8.58, 12.06], [14.42, 7.19, 12.12], [13.42, 1.37, 8.43], [13.86, 0.15, 8.99], [13.04, -0.39, 10.01], [11.63, -0.83, 9.49], [10.85, -1.83, 10.28], [11.83, -1.45, 8.15], [13.46, 2.16, 9.19], [12.40, 1.34, 8.03], [14.04, 1.50, 7.54], [13.52, -1.34, 10.30], [13.09, 0.20, 10.93], [11.05, 0.08, 9.35], [10.80, -1.41, 11.30], [11.39, -2.77, 10.42], [9.80, -1.98, 10.04], [12.36, -2.32, 8.26], [12.58, -0.82, 7.85], [9.00, 2.49, 5.32], [10.18, 1.83, 5.60], [9.94, 0.57, 6.10], [11.27, 2.34, 5.40], [8.08, 2.11, 5.28], [9.15, 3.46, 5.10], [9.07, 0.39, 6.54], [10.76, -0.02, 6.16], [6.96, -1.43, 7.59], [6.44, -2.38, 8.41], [7.36, -2.83, 9.31], [5.27, -2.77, 8.45], [7.92, -1.32, 7.35], [6.20, -0.94, 7.14], [7.15, -3.52, 10.01], [8.12, -2.17, 9.35], [8.10, 2.60, 9.42], [7.84, 1.28, 9.69], [6.53, 1.08, 9.98], [8.70, 0.40, 9.76], [9.09, 2.64, 9.23], [7.40, 3.19, 9.01], [6.17, 0.17, 10.22], [5.89, 1.80, 9.70]]
}

---

No. 2
{
  "formula": "C44H100N6O5",
  "method": "the ωB97M-V functional and the def2-TZVPD basis",
  "multiplicity": 2,
  "total_energy_ha": -2439.9951,
  "homo_energy_ev": [-9.4, -13.6],
  "charge": 3,
  "largest_force_ev_per_a": 4.82,
  "homo_lumo_gap_ev": [3.75, 7.95],
  "symbols": ["N", "O", "O", "O", "C", "C", "C", "C", "N", "C", "C", "C", "C", "C", "C", "C", "H", "H", "H", "H", "H", "H", "H", "H", "H", "H", "H", "H", "H", "H", "H", "H", "H", "H", "H", "H", "H", "H", "H", "H", "C", "C", "C", "C", "N", "C", "C", "C", "C", "C", "C", "C", "H", "H", "H", "H", "H", "H", "H", "H", "H", "H", "H", "H", "H", "H", "H", "H", "H", "H", "H", "H", "H", "H", "H", "H", "C", "C", "C", "C", "N", "C", "C", "C", "C", "C", "C", "C", "H", "H", "H", "H", "H", "H", "H", "H", "H", "H", "H", "H", "H", "H", "H", "H", "H", "H", "H", "H", "H", "H", "H", "H", "C", "C", "O", "N", "H", "H", "C", "H", "H", "H", "H", "H", "H", "C", "C", "N", "C", "C", "C", "C", "C", "O", "C", "H", "H", "H", "H", "H", "H", "H", "H", "H", "H", "H", "H", "H", "H", "H", "H", "H", "H", "H", "H"],
  "coordinates": [[1.33, 0.54, -0.17], [2.45, 1.07, -0.10], [1.27, -0.69, -0.01], [0.29, 1.14, -0.34], [2.00, 0.43, 6.50], [2.65, 1.33, 5.42], [2.90, 0.86, 4.03], [4.14, -0.05, 4.06], [4.65, -0.74, 2.71], [3.62, -1.65, 2.12], [3.68, -2.94, 2.87], [5.12, -3.13, 3.09], [5.75, -1.79, 3.03], [5.08, 0.35, 1.75], [6.25, 1.24, 2.23], [7.04, 1.94, 1.04], [2.71, -0.17, 7.06], [1.36, -0.33, 6.05], [1.36, 1.07, 7.12], [3.56, 1.70, 5.90], [2.01, 2.19, 5.27], [3.08, 1.65, 3.30], [2.07, 0.25, 3.67], [3.95, -0.91, 4.71], [5.08, 0.38, 4.41], [3.85, -1.81, 1.06], [2.61, -1.25, 2.19], [3.32, -3.74, 2.23], [3.09, -2.93, 3.79], [5.59, -3.72, 2.30], [5.33, -3.68, 4.01], [6.50, -1.67, 2.26], [6.12, -1.37, 3.97], [4.16, 0.90, 1.56], [5.38, -0.15, 0.83], [6.93, 0.65, 2.84], [5.87, 1.93, 2.98], [7.83, 1.24, 0.76], [7.50, 2.92, 1.21], [6.55, 2.13, 0.09], [-0.28, 3.72, -4.25], [-0.11, 3.32, -2.82], [0.36, 4.55, -1.97], [0.07, 4.41, -0.46], [0.68, 5.56, 0.44], [0.07, 6.96, 0.22], [-0.99, 7.25, 1.35], [-1.04, 5.89, 2.03], [0.34, 5.24, 1.94], [2.25, 5.69, 0.34], [2.98, 4.33, 0.33], [4.38, 4.40, 0.49], [-1.32, 3.98, -4.42], [-0.05, 2.87, -4.89], [0.42, 4.53, -4.45], [0.60, 2.51, -2.66], [-1.06, 2.91, -2.47], [-0.02, 5.52, -2.28], [1.41, 4.72, -2.21], [0.52, 3.57, 0.07], [-1.02, 4.41, -0.34], [0.86, 7.66, -0.04], [-0.50, 6.97, -0.71], [-0.62, 8.08, 1.95], [-1.84, 7.63, 0.79], [-1.34, 6.01, 3.07], [-1.82, 5.27, 1.58], [1.03, 5.64, 2.68], [0.19, 4.18, 2.16], [2.48, 6.43, 1.11], [2.36, 6.22, -0.60], [2.62, 3.84, -0.58], [2.62, 3.67, 1.12], [4.81, 5.38, 0.28], [4.77, 3.50, 0.01], [4.61, 4.38, 1.55], [-0.16, -1.99, -2.62], [-0.99, -0.76, -2.84], [-2.25, -1.11, -3.65], [-3.25, -2.07, -2.97], [-4.45, -2.57, -3.75], [-5.44, -1.51, -4.21], [-6.34, -1.22, -2.96], [-6.61, -2.67, -2.39], [-5.40, -3.48, -2.83], [-3.96, -3.36, -5.04], [-3.18, -4.70, -4.73], [-3.02, -5.50, -6.00], [0.79, -1.90, -2.10], [-0.01, -2.40, -3.61], [-0.70, -2.77, -2.07], [-0.46, -0.03, -3.44], [-1.20, -0.28, -1.88], [-1.97, -1.62, -4.57], [-2.88, -0.26, -3.92], [-3.69, -1.47, -2.17], [-2.80, -2.96, -2.52], [-6.05, -1.90, -5.03], [-4.90, -0.68, -4.66], [-7.23, -0.65, -3.24], [-5.89, -0.61, -2.19], [-7.56, -2.97, -2.84], [-6.62, -2.64, -1.30], [-5.82, -4.18, -3.56], [-4.73, -4.00, -2.15], [-3.48, -2.63, -5.70], [-4.90, -3.71, -5.47], [-3.60, -5.26, -3.90], [-2.21, -4.37, -4.35], [-4.01, -5.74, -6.39], [-2.41, -6.38, -5.81], [-2.52, -4.89, -6.75], [2.61, -4.00, -3.07], [1.86, -5.09, -2.38], [0.99, -5.79, -2.95], [2.28, -5.38, -0.98], [2.17, -6.37, -0.78], [3.28, -5.26, -0.88], [1.45, -4.47, -0.04], [1.99, -3.38, -3.71], [3.42, -4.43, -3.67], [3.05, -3.26, -2.40], [1.66, -4.67, 1.01], [0.40, -4.63, -0.29], [1.79, -3.47, -0.29], [-1.53, 0.24, 3.80], [-1.41, -0.62, 2.51], [-2.72, -1.28, 1.96], [-2.39, -1.96, 0.61], [-3.14, -2.33, 2.99], [-4.48, -3.00, 2.57], [-3.83, -0.21, 1.80], [-3.51, 0.99, 0.87], [-3.48, 0.46, -0.45], [-3.36, 1.54, -1.48], [-2.27, 1.04, 3.72], [-0.57, 0.72, 3.95], [-1.85, -0.34, 4.67], [-0.68, -1.42, 2.64], [-1.13, -0.11, 1.59], [-1.69, -2.79, 0.61], [-1.86, -1.24, -0.02], [-3.23, -2.28, -0.01], [-3.34, -1.76, 3.90], [-2.40, -3.10, 3.20], [-4.76, -3.83, 3.22], [-4.60, -3.28, 1.53], [-5.32, -2.30, 2.66], [-4.19, 0.06, 2.79], [-4.64, -0.79, 1.35], [-2.54, 1.43, 1.13], [-4.30, 1.73, 0.97], [-3.24, 1.15, -2.49], [-2.65, 2.32, -1.19], [-4.35, 2.00, -1.51]]
}

---

What are the energy relative to the best compared isomer or geometry (same formula, charge and spin) values for these records? In order: 317.8 0.0 kJ/mol.